1.
Molecular formula: C51H48Cl4F3N4O2Ru
Method: DFT, the ωB97M-V functional and the def2-TZVPD basis

Results
* total charge: -2
* highest occupied orbital energy (spin up / spin down): -0.7 / -0.7 eV
* max |F|: 2.5 eV Å⁻¹
* ⟨S²⟩: 0.78
* 2S+1: 2
* E_LUMO (spin up / spin down): 3.705 / 3.705 eV

Each line ends with the Löwdin spin population.
Atoms and positions in Å:
Ru1 -0.4522 0.1129 -0.0353  0.79
C1 2.9007 0.8693 -5.5522  0.00
C2 3.5274 0.1069 -4.3797  0.00
C3 2.9282 0.5004 -3.0646  -0.01
C4 3.3883 1.4389 -2.1684  -0.01
C5 4.6483 2.2424 -2.2341  0.00
C6 5.7363 1.5991 -1.3664  0.00
C7 2.5024 1.3912 -1.0450  0.00
N1 1.5394 0.4511 -1.2428  0.08
C8 1.7556 -0.0739 -2.4786  -0.01
C9 0.9448 -1.0242 -3.0924  0.03
C10 -0.0871 -1.7281 -2.4849  -0.01
C11 -0.8185 -2.7773 -3.1207  0.01
C12 -0.7999 -3.1189 -4.5745  0.00
C13 -1.8776 -2.3082 -5.3011  0.00
C14 -1.6139 -3.3557 -2.1580  -0.01
C15 -1.3560 -2.6598 -0.9458  0.01
C16 -1.9356 -2.9777 0.2755  -0.02
C17 -1.7449 -2.2701 1.4586  0.01
N2 -0.9859 -1.1296 1.5678  -0.02
C18 -0.9601 -0.8020 2.8973  0.01
C19 -0.2180 0.2236 3.4697  -0.02
C20 0.6768 1.0538 2.8119  0.01
N3 1.0466 0.9576 1.5058  0.04
C21 1.9349 1.9697 1.2850  0.00
C22 2.6355 2.1689 0.1025  0.02
C23 2.1357 2.7312 2.4863  0.01
C24 1.3659 2.1322 3.4552  -0.01
C25 1.2002 2.4818 4.9002  0.00
C26 -0.0896 3.2671 5.1547  0.00
C27 3.0047 3.9433 2.6013  0.00
C28 2.4174 5.1427 1.8497  0.00
C29 -1.7497 -1.7235 3.6417  0.01
C30 -2.2282 -2.6548 2.7404  0.01
C31 -3.1163 -3.8225 3.0426  0.00
C32 -4.5917 -3.4106 3.0754  0.00
C33 -1.9781 -1.6977 5.1216  0.00
C34 -0.8881 -2.4583 5.8814  0.00
N4 -0.4432 -1.6530 -1.1588  -0.01
C35 -2.5496 -4.5110 -2.3122  0.00
C36 -1.9302 -5.7891 -1.7399  0.00
H1 3.3470 0.5615 -6.5011  0.00
H2 3.0544 1.9414 -5.4316  0.00
H3 1.8290 0.6835 -5.5868  0.00
H4 4.6055 0.2989 -4.3661  0.00
H5 3.3912 -0.9679 -4.5375  0.00
H6 4.4669 3.2651 -1.8902  0.00
H7 4.9986 2.3103 -3.2680  0.00
H8 5.3773 1.5020 -0.3444  0.00
H9 6.6526 2.1917 -1.3616  0.00
H10 5.9721 0.6012 -1.7343  0.00
H11 1.1712 -1.2638 -4.1210  0.00
H12 -0.9881 -4.1895 -4.7041  0.00
H13 0.1804 -2.9035 -5.0085  0.00
H14 -2.8636 -2.5990 -4.9442  0.00
H15 -1.8350 -2.4554 -6.3806  0.00
H16 -1.7431 -1.2513 -5.0858  0.00
H17 -2.5950 -3.8302 0.3091  0.00
H18 -0.3362 0.3742 4.5322  0.00
H19 3.3735 2.9580 0.0843  0.00
H20 2.0565 3.0715 5.2466  0.00
H21 1.1799 1.5590 5.4929  0.00
H22 -0.0805 4.1955 4.5908  0.00
H23 -0.1953 3.4982 6.2170  0.00
H24 -0.9490 2.6874 4.8311  0.00
H25 4.0043 3.7250 2.2030  0.00
H26 3.1213 4.2078 3.6577  0.00
H27 2.2694 4.8973 0.8014  0.00
H28 3.0825 6.0046 1.9194  0.00
H29 1.4505 5.4166 2.2643  0.00
H30 -2.8451 -4.2510 4.0123  0.00
H31 -2.9767 -4.6008 2.2870  0.00
H32 -4.7944 -2.7751 3.9359  0.00
H33 -5.2407 -4.2856 3.1286  0.00
H34 -4.8304 -2.8430 2.1795  0.00
H35 -2.9481 -2.1459 5.3546  0.00
H36 -2.0056 -0.6648 5.4743  0.00
H37 -0.8749 -3.5019 5.5737  0.00
H38 -1.0621 -2.4112 6.9577  0.00
H39 0.0892 -2.0352 5.6633  0.00
H40 -2.7827 -4.6575 -3.3690  0.00
H41 -3.4933 -4.2926 -1.8095  0.00
H42 -0.9590 -5.9601 -2.2009  0.00
H43 -2.5686 -6.6532 -1.9217  0.00
H44 -1.7790 -5.6865 -0.6672  0.00
Cl1 -2.6729 6.1927 -3.0248  0.00
C37 -2.1366 5.0010 -1.8962  0.00
C38 -2.1680 5.2847 -0.5342  0.00
Cl2 -2.7173 6.8242 0.0124  0.00
C39 -1.7856 4.3153 0.3843  0.00
Cl3 -1.8509 4.6623 2.0751  0.00
C40 -1.3827 3.0271 -0.0167  0.00
O1 -1.0966 2.0918 0.7913  0.01
C41 -1.2594 2.7573 -1.4524  0.00
O2 -0.7856 1.6419 -1.8116  0.02
C42 -1.6848 3.7659 -2.3420  0.00
Cl4 -1.6448 3.4313 -4.0361  0.00
F1 -7.6419 -4.8189 -2.9618  0.00
C43 -7.2982 -3.7004 -3.6360  0.00
F2 -8.4900 -3.0903 -3.9140  0.00
F3 -6.8642 -4.1319 -4.8462  0.00
C44 -6.3299 -2.8318 -2.9267  0.00
C45 -5.6671 -1.8238 -3.6384  0.00
C46 -4.7442 -1.0273 -3.0107  0.01
C47 -4.4504 -1.2168 -1.6481  0.01
C48 -5.1641 -2.1951 -0.9326  0.01
C49 -6.0877 -2.9930 -1.5586  0.00
C50 -3.3857 -0.5317 -1.0404  0.03
C51 -2.3466 -0.1323 -0.5489  -0.02
H45 -5.8903 -1.6882 -4.6887  0.00
H46 -4.2237 -0.2545 -3.5551  0.00
H47 -4.9606 -2.3195 0.1199  0.00
H48 -6.6196 -3.7556 -1.0080  0.00

***

2.
Molecular formula: C6H15NS
Method: DFT, the ωB97M-V functional and the def2-TZVPD basis

Results
* total charge: 0
* highest occupied orbital energy: -8.9 eV
* relative energy (zero: lowest compared OMol25 entry of this formula, charge and spin): 81.6 kcal per mole
* max |F|: 3.8 eV Å⁻¹
* E_LUMO: -1.187 eV

Each line ends with the natural charge from an NBO analysis.
Atoms and positions in Å:
C1 -1.5797 0.4272 0.6242  -0.43
C2 -1.6071 1.7682 -0.0464  -0.40
C3 -0.3826 2.1359 -0.9611  -0.57
S1 -0.0692 0.9421 -2.2752  -0.03
C4 -0.3883 -0.0956 1.5677  -0.21
N1 0.8853 -0.2349 0.8307  -0.65
C5 1.1353 -1.6639 0.5683  -0.22
C6 2.1701 -1.7481 -0.6138  -0.62
H1 -1.5814 -0.3130 -0.1936  0.20
H2 -2.4809 0.3272 1.2107  0.22
H3 -2.5122 1.7200 -0.7198  0.21
H4 -1.7402 2.6697 0.6032  0.21
H5 0.5131 2.2997 -0.3275  0.22
H6 -0.6291 3.0792 -1.5048  0.25
H7 -0.4639 -1.0021 -1.9749  0.11
H8 -0.7139 -1.1231 1.7747  0.18
H9 -0.3027 0.4349 2.5035  0.19
H10 0.6756 0.1844 -0.0793  0.37
H11 1.5327 -2.2983 1.3872  0.20
H12 0.2391 -2.2224 0.2289  0.15
H13 3.0336 -1.1766 -0.2607  0.21
H14 2.5939 -2.6940 -0.8465  0.21
H15 1.6724 -1.4164 -1.4954  0.21

***

3.
Molecular formula: C4H6N2O
Method: DFT, the ωB97M-V functional and the def2-TZVPD basis

Results
* total charge: 0
* highest occupied orbital energy (spin up / spin down): -7.7 / -8.0 eV
* relative energy (zero: lowest compared OMol25 entry of this formula, charge and spin): 171.9 kcal per mole
* max |F|: 4.2 eV Å⁻¹
* E_LUMO (spin up / spin down): 0.465 / 0.612 eV

Each line ends with the natural charge from an NBO analysis.
Atoms and positions in Å:
C1 -1.7776 -0.7968 -0.2643  -0.35
C2 -2.3869 0.3416 -0.0732  0.41
C3 1.1743 0.2106 -0.2497  0.16
C4 2.6004 0.0945 0.2246  -0.64
N1 -0.6354 -1.3698 0.4235  -0.20
N2 -3.0051 1.3277 0.2117  -0.63
O1 0.5448 -0.8116 0.2244  -0.21
H1 -2.0374 -1.3688 -1.2037  0.22
H2 3.1242 -0.3417 -0.6210  0.22
H3 2.9349 1.0216 0.3732  0.21
H4 2.6927 -0.4726 1.0842  0.24
H5 0.6270 0.8479 -0.8562  0.18
H6 -3.8557 1.3176 0.7265  0.39

***

4.
Molecular formula: C2H2ClF2NO3S
Method: DFT, the ωB97M-V functional and the def2-TZVPD basis

Results
* structure (SMILES): NC(=O)C(F)(F)S(=O)(=O)Cl
* total charge: 0
* highest occupied orbital energy: -10.9 eV
* relative energy (zero: lowest compared OMol25 entry of this formula, charge and spin): 0.0 kcal per mole
* max |F|: 5.5 eV Å⁻¹
* E_LUMO: -0.301 eV

Each line ends with the natural charge from an NBO analysis.
Atoms and positions in Å:
N1 -1.7148 0.0590 -0.0483  -0.81
C1 -0.9068 -0.9499 -0.2584  0.56
O1 -1.0004 -1.7673 -1.1551  -0.53
C2 0.3729 -0.7863 0.5259  0.48
F1 0.2871 -0.6034 1.8003  -0.29
F2 1.3317 -1.6541 0.2951  -0.29
S1 1.1508 0.9121 -0.1494  1.98
O2 0.9941 0.8309 -1.5413  -0.90
O3 0.6328 2.0137 0.5480  -0.91
Cl1 3.0414 0.7194 0.2658  -0.14
H1 -1.6378 0.9873 0.3679  0.43
H2 -2.5509 0.2387 -0.6503  0.42

***

5.
Molecular formula: C2HNO2
Method: DFT, the ωB97M-V functional and the def2-TZVPD basis

Results
* structure (SMILES): O=C=O.C#N
* total charge: 0
* highest occupied orbital energy: -12.2 eV
* relative energy (zero: lowest compared OMol25 entry of this formula, charge and spin): 8.8 kcal per mole
* max |F|: 7.2 eV Å⁻¹
* E_LUMO: 0.809 eV

Each line ends with the natural charge from an NBO analysis.
Atoms and positions in Å:
O1 -1.5115 -1.9563 -0.0819  -0.48
C1 -1.8354 -0.8711 0.1189  1.04
O2 -2.0352 0.3522 0.3215  -0.56
C2 1.7974 0.8238 -0.1069  0.08
N1 0.9280 0.0929 -0.1026  -0.33
H1 2.6567 1.5586 -0.1491  0.25

***

6.
Molecular formula: C4H5NO
Method: DFT, the ωB97M-V functional and the def2-TZVPD basis

Results
* structure (SMILES): N#CCCC=O
* total charge: 0
* highest occupied orbital energy: -10.7 eV
* relative energy (zero: lowest compared OMol25 entry of this formula, charge and spin): 37.8 kcal per mole
* max |F|: 2.8 eV Å⁻¹
* E_LUMO: 0.298 eV

Each line ends with the natural charge from an NBO analysis.
Atoms and positions in Å:
N1 -2.6410 -0.5337 1.5952  -0.31
C1 -1.8724 -0.3921 0.7423  0.28
C2 -0.8802 -0.2039 -0.3271  -0.50
C3 0.3792 0.4619 0.2490  -0.53
C4 1.6543 0.2278 -0.4953  0.42
O1 2.1669 -0.8417 -0.2266  -0.53
H1 -0.5985 -1.1922 -0.7009  0.26
H2 -1.3607 0.3490 -1.1394  0.25
H3 0.1738 1.5215 0.5029  0.24
H4 0.7975 -0.3493 0.9321  0.29
H5 2.1812 0.9527 -1.1323  0.14